## A
C6H11NO2 | ωB97M-V/def2-TZVPD

Atoms and positions in Å:
C: -1.90382 -0.18569 1.17061
N: -0.99589 0.67100 0.39358
C: 0.44487 0.90551 0.51749
C: 1.02914 1.09666 1.74905
H: -1.41848 1.60349 0.48124
H: 0.70597 1.61793 -0.26140
H: -1.59455 -1.22458 1.09674
H: -2.90236 -0.08997 0.74604
H: -1.94800 0.08551 2.22308
H: 0.64984 0.62222 2.64463
H: 2.00222 1.57248 1.75034
C: -0.62601 -0.47302 -1.20196
C: 1.01834 -0.80249 -0.49872
C: 2.08333 -0.95626 -1.30251
O: -0.45499 0.47974 -2.16763
O: -1.29643 -1.46636 -1.39830
H: -0.79779 0.09216 -2.98864
H: 0.93965 -1.45415 0.36820
H: 2.17302 -0.45749 -2.26231
H: 2.89193 -1.63670 -1.05952

Values from the calculation:
HOMO-LUMO gap: 8.408 eV
SMILES: C=CC(=O)O.C=CNC
multiplicity: 1
HOMO level: -8.16 eV

Atom charges from the Löwdin analysis, given in e for atoms 1 to 5: -0.06, -0.09, -0.29, 0.05, 0.15

## B
C6H11NO2 | ωB97M-V/def2-TZVPD

Atoms and positions in Å:
C: -1.36677 -0.46440 -1.99548
C: -0.33307 0.66049 0.05250
C: -1.11958 -0.47003 -0.51454
N: -0.57496 1.90381 -0.44830
C: -1.53929 -1.43240 0.30232
O: 0.03945 0.62616 1.32509
H: -0.11978 2.67636 0.01131
H: -1.02313 2.03794 -1.33872
H: -2.01240 0.36719 -2.29582
H: -0.42136 -0.37690 -2.53726
H: -1.86001 -1.38388 -2.30878
H: -2.11658 -2.26792 -0.07098
H: -1.29258 -1.41519 1.35429
C: 1.61243 0.37397 1.42037
C: 2.06926 -0.67847 2.09947
O: 1.39867 0.06632 -0.39628
H: 2.01289 0.64211 -0.87489
H: 2.06468 1.35268 1.50897
H: 2.93411 -0.55290 2.73450
H: 1.64800 -1.66493 1.97224

Values from the calculation:
HOMO-LUMO gap: 8.160 eV
multiplicity: 1
HOMO level: -7.46 eV

Atom charges from the Löwdin analysis, given in e for atoms 1 to 5: -0.05, -0.44, -0.28, 0.20, 0.11

Most favorable structure: B. The second most favorable one is 0.0247 hartree above it.

## A
C6H11NO2 | ωB97M-V/def2-TZVPD

Atoms and positions in Å:
C: 1.51154 -0.00035 -0.09718
C: -1.63698 0.54427 -1.34691
C: -0.29917 0.24508 2.43243
C: 0.71233 0.69979 -1.15965
C: 0.58045 -1.06607 0.42327
C: -0.25218 -0.89967 1.47308
O: -0.51167 1.20781 -0.76591
O: 0.56894 -2.28967 -0.22992
N: 1.19481 0.99417 -2.31658
H: 1.11850 -2.23070 -1.03172
H: 0.48289 1.51682 -2.83757
H: 1.81954 0.71675 0.66807
H: 2.40212 -0.45701 -0.54202
H: -0.89038 -1.74177 1.73762
H: -2.24888 0.12617 -0.54273
H: -1.35543 -0.26080 -2.03572
H: -2.23202 1.27993 -1.89447
H: 0.17201 1.14919 2.03975
H: -1.34113 0.49252 2.66043
H: 0.20467 -0.02645 3.36574

Values from the calculation:
HOMO-LUMO gap: 9.344 eV
SMILES: [H]/N=C(/C/C(O)=C\C)OC
multiplicity: 1
HOMO level: -8.52 eV

Atom charges from the Löwdin analysis, given in e for atoms 1 to 5: -0.05, -0.07, -0.10, -0.45, -0.34

## B
C6H11NO2 | ωB97M-V/def2-TZVPD

Atoms and positions in Å:
C: 0.54174 0.62848 -1.20010
C: 1.09211 0.39022 0.22943
C: -0.20530 -0.29503 -0.21023
C: -1.61234 0.16844 0.19939
C: -0.08045 -1.71243 -0.54050
C: 1.07303 1.61912 1.25550
N: 1.16222 0.98253 2.64051
O: 2.27898 1.07915 3.09527
O: 0.19676 0.41665 3.19312
H: 0.12579 1.55562 -1.48433
H: 0.85253 0.03660 -2.03847
H: 1.96042 -0.22258 0.34628
H: -1.59876 1.24388 0.24508
H: -1.90548 -0.31535 1.20706
H: -2.38321 -0.21292 -0.52886
H: -0.29205 -2.30495 0.48394
H: 0.84280 -1.98604 -1.01410
H: -0.96645 -1.95853 -1.25211
H: 2.02833 2.26305 0.96935
H: 0.09778 2.24999 1.12973

Values from the calculation:
HOMO-LUMO gap: 10.115 eV
SMILES: CC1(C)C[C@H]1C[N+](=O)[O-]
multiplicity: 1
HOMO level: -9.86 eV

Atom charges from the Löwdin analysis, given in e for atoms 1 to 5: -0.04, -0.17, -0.55, -0.04, -0.08

## C
C6H11NO2 | ωB97M-V/def2-TZVPD

Atoms and positions in Å:
C: 0.55539 0.88315 -1.51861
C: -0.04748 -0.42154 -1.13848
C: 0.14977 -0.49982 1.28157
C: -1.37300 -0.77956 -1.95952
C: 0.68525 0.64354 2.10954
C: 0.34392 -1.75243 1.79962
N: 0.08418 1.94909 -0.84271
O: 0.55819 3.10631 -0.87715
O: -0.56436 -0.29686 0.14021
H: 1.48371 1.15346 -2.04823
H: 0.69339 -1.19269 -1.24378
H: -2.33085 -0.22899 -1.51365
H: -1.52849 -1.87895 -1.85848
H: -1.27795 -0.59598 -3.05912
H: 0.77553 1.58324 1.58532
H: 1.62793 0.20507 2.47336
H: 0.10654 0.80359 3.00941
H: -0.96560 1.80842 -0.44911
H: 0.15054 -2.69375 1.38742
H: 0.87338 -1.79531 2.72238

Values from the calculation:
HOMO-LUMO gap (spin up / spin down): 9.204 / 9.205 eV
SMILES: C=C(C)O[C@@H](C)/C=[NH+]/[O-]
multiplicity: 1
HOMO level (spin up / spin down): -8.55 / -8.55 eV

Atom charges from the Löwdin analysis, given in e for atoms 1 to 5: -0.01, -0.37, -0.37, -0.02, -0.03

Most favorable structure: A. The second most favorable one is 0.1110 hartree above it.

## A
C6H11NO2 | ωB97M-V/def2-TZVPD

Atoms and positions in Å:
C: -3.77840 0.22531 0.08302
C: 0.27106 1.03186 0.51153
C: -2.70298 0.20605 -0.84010
C: 1.02128 -0.07831 0.58069
C: 2.12289 -0.28630 -0.45081
C: 0.71120 -1.15411 1.54664
N: -2.68622 -0.33813 -2.03216
O: -4.77919 1.18225 -0.23681
O: -3.86781 -0.38840 1.14061
H: 0.55484 1.93062 -0.01740
H: -0.59704 1.01144 1.00390
H: 2.79836 0.51989 -0.68994
H: 1.51358 -0.61902 -1.31815
H: 2.75315 -1.17173 -0.17666
H: 1.49517 -1.92394 1.41666
H: -0.28463 -1.70261 1.26293
H: 0.46370 -0.76195 2.53708
H: -3.51307 -0.58267 -2.61829
H: -1.74196 -0.17144 -2.48316
H: -5.39512 1.27348 0.49796

Values from the calculation:
HOMO-LUMO gap: 8.759 eV
multiplicity: 1
HOMO level: -8.41 eV

Atom charges from the Löwdin analysis, given in e for atoms 1 to 5: -0.54, 0.01, 0.00, -0.43, -0.08

## B
C6H11NO2 | ωB97M-V/def2-TZVPD

Atoms and positions in Å:
C: -1.54012 1.56800 -1.07164
C: -2.19506 0.52033 -0.48260
C: -2.94430 -0.42761 -0.03974
O: -0.39229 -0.06154 1.14944
H: -0.59391 0.29458 2.02868
H: -0.32399 1.66271 -0.61613
H: -1.36411 1.42935 -2.13731
H: -1.93709 2.54935 -0.81266
H: -2.59089 -1.12627 0.70996
H: -3.95777 -0.56940 -0.40554
C: 2.35890 -1.56217 0.49776
C: 1.55903 -0.47356 -0.15469
C: 0.92599 0.54349 0.82179
N: 1.31548 -0.33085 -1.38913
O: 1.58219 0.94695 1.80781
H: 1.82309 -1.00856 -1.96064
H: 0.60738 1.53939 0.01291
H: 3.12342 -1.11652 1.13575
H: 1.71594 -2.16233 1.14559
H: 2.82812 -2.21535 -0.23961

Values from the calculation:
HOMO-LUMO gap (spin up / spin down): 7.253 / 7.251 eV
multiplicity: 1
HOMO level (spin up / spin down): -8.11 / -8.10 eV

Atom charges from the Löwdin analysis, given in e for atoms 1 to 5: -0.09, -0.06, 0.06, -0.06, 0.11

Most favorable structure: A. The second most favorable one is 0.0811 hartree above it.

## A
H18O9 | ωB97M-V/def2-TZVPD

Atoms and positions in Å:
O: 2.63831 -3.37773 -4.08113
H: 1.78313 -2.94859 -4.10831
H: 2.53618 -4.15165 -4.63506
O: -3.92910 5.06440 0.16966
H: -3.61630 5.96553 0.24944
H: -3.25612 4.62165 -0.34734
O: -0.71931 0.11793 0.39613
H: -0.82637 0.75221 1.10498
H: 0.17825 -0.20040 0.49246
O: -2.16657 2.10681 4.30087
H: -2.50974 1.28175 4.64400
H: -1.38802 2.28133 4.82969
O: 4.53793 0.57582 -3.91579
H: 4.34120 0.83585 -3.01584
H: 4.34702 -0.36179 -3.94186
O: 4.25808 2.78063 0.12761
H: 3.79971 2.65395 0.95834
H: 5.12654 3.09551 0.37831
O: -3.53397 -3.37547 -1.22135
H: -3.14617 -2.68881 -0.67880
H: -3.33768 -3.11078 -2.12004
O: 4.07032 -2.64206 0.50504
H: 3.71810 -2.70168 -0.38300
H: 4.97992 -2.92837 0.42217
O: -5.84756 -1.47410 3.55929
H: -5.29566 -0.95562 2.97379
H: -6.74211 -1.21629 3.33673

Values from the calculation:
HOMO-LUMO gap: 11.456 eV
SMILES: O.O.O.O.O.O.O.O.O
multiplicity: 1
HOMO level: -11.38 eV

Atom charges from the Löwdin analysis, given in e for atoms 1 to 5: -0.06, 0.03, 0.03, -0.05, 0.03

## B
H18O9 | ωB97M-V/def2-TZVPD

Atoms and positions in Å:
O: -2.43789 -0.81518 2.10805
H: -1.76775 -1.08654 1.33860
H: -3.04823 -1.54453 1.98006
O: 2.87572 0.97682 0.97849
H: 3.47935 0.25846 0.67521
H: 2.39358 0.31056 1.54015
O: 0.20532 2.20847 2.35502
H: -0.59211 2.08493 2.78062
H: -0.11462 2.89256 1.85089
O: -0.74150 -3.54489 -1.28976
H: -0.22813 -2.81459 -1.30072
H: -0.98633 -3.49064 -0.28294
O: 1.65826 2.53551 -1.04182
H: 2.02848 1.87771 -0.39330
H: 1.67943 2.37770 -1.96542
O: 0.98031 -1.53070 -1.05406
H: 1.44650 -2.26473 -0.44010
H: 1.67324 -1.63471 -1.75207
O: -2.87453 1.84958 0.92556
H: -2.27038 1.86998 0.07515
H: -2.35443 1.14750 1.24979
O: -0.75689 -1.02844 -3.34189
H: -0.36405 -0.58914 -4.06150
H: 0.09308 -0.73677 -2.74248
O: -0.37226 0.23040 0.56707
H: 0.14953 0.81248 1.10564
H: 0.24631 -0.35179 0.13575

Values from the calculation:
HOMO-LUMO gap: 9.703 eV
SMILES: O.O.O.O.O.O.O.O.O
multiplicity: 1
HOMO level: -10.61 eV

Atom charges from the Löwdin analysis, given in e for atoms 1 to 5: -0.11, 0.08, 0.03, -0.06, 0.07

Most favorable structure: A. The second most favorable one is 0.0631 hartree above it.